[1]
Density functional theory data (wB97M-V/def2-TZVPD) for a single C5H11NO molecule.

XYZ file:
```
18
Properties=species:S:1:pos:R:3
C -1.09 -1.77 -1.79
O 0.11 -1.15 -1.42
C -0.08 0.18 -1.02
C -0.73 0.39 0.37
N 0.48 1.06 0.79
C 0.99 1.06 2.13
C 1.21 0.78 -0.42
H -0.84 -2.80 -2.07
H -1.57 -1.27 -2.64
H -1.81 -1.80 -0.95
H -0.53 0.77 -1.83
H -1.60 1.05 0.41
H -1.00 -0.58 0.85
H 0.91 0.08 2.62
H 0.45 1.82 2.72
H 2.04 1.36 2.16
H 2.02 0.04 -0.40
H 1.56 1.71 -0.88
```

Summary:
energy relative to the best compared isomer or geometry (same formula, charge and spin): 2.586 eV
net charge: 0
Kohn-Sham gap: 0.33652 hartree

---

[2]
Density functional theory data (wB97M-V/def2-TZVPD) for 2 unconnected molecules or ions with the total composition C7H19N5O in a non-equilibrium geometry.

XYZ file:
```
32
Properties=species:S:1:pos:R:3
C -1.17 -1.95 -0.34
C -0.15 0.07 -0.75
C 1.25 -2.11 -0.87
C -1.59 2.02 2.04
C -0.59 1.06 2.09
C -2.97 1.56 2.07
C 1.21 -1.56 -3.25
N 0.84 0.92 -0.65
N 0.01 -1.36 -0.52
N 1.87 -1.39 -1.98
N -1.43 3.31 2.08
N 2.59 -0.26 -1.64
O 2.01 -2.06 0.29
H -2.00 -1.30 -0.49
H -1.10 -2.98 -0.25
H -1.10 0.45 -1.03
H 0.96 -3.15 -1.24
H -0.74 0.46 2.93
H 0.44 1.45 1.95
H -0.70 0.33 1.35
H -3.55 1.66 2.93
H -2.99 0.45 1.89
H -3.67 2.18 1.41
H 0.22 -1.08 -3.31
H 2.00 -1.17 -3.94
H 1.26 -2.58 -3.54
H 0.58 1.83 -0.88
H -0.50 3.84 2.15
H -2.24 3.94 2.08
H 2.98 0.29 -2.39
H 3.05 -0.20 -0.74
H 2.84 -2.54 0.07
```

Summary:
net charge: +2
Kohn-Sham gap (alpha / beta): 0.31188 / 0.21270 hartree

---

[3]
Density functional theory data (wB97M-V/def2-TZVPD) for a molecular structure, C5H8F15O19S5Zn2 in a non-equilibrium geometry.

XYZ file:
```
54
Properties=species:S:1:pos:R:3
Zn 0.95 0.12 -3.53
Zn -0.22 1.65 0.78
C 2.54 -0.48 2.89
F 2.72 -0.91 1.64
F 1.48 -1.14 3.38
F 3.61 -0.81 3.61
S 2.29 1.33 2.93
O 0.92 1.47 2.41
O 2.40 1.65 4.32
O 3.30 1.85 2.05
C -0.70 3.77 -2.84
F 0.31 3.51 -3.71
F -0.22 4.44 -1.80
F -1.62 4.51 -3.47
S -1.48 2.17 -2.29
O -1.30 2.15 -0.86
O -2.82 2.20 -2.74
O -0.64 1.14 -2.93
C -1.46 -2.06 -1.26
F -2.20 -1.08 -1.75
F -2.14 -2.70 -0.31
F -1.20 -2.95 -2.26
S 0.12 -1.44 -0.60
O 0.81 -0.93 -1.79
O -0.25 -0.37 0.27
O 0.73 -2.60 -0.02
C -2.47 -0.63 3.23
F -1.21 -1.07 3.36
F -2.96 -1.19 2.10
F -3.20 -1.09 4.24
S -2.55 1.21 3.19
O -1.87 1.60 4.37
O -1.84 1.53 1.94
O -3.95 1.48 3.11
C 3.48 3.18 -1.44
F 4.12 3.16 -2.63
F 4.35 3.36 -0.48
F 2.60 4.18 -1.46
S 2.59 1.59 -1.25
O 3.52 0.65 -0.74
O 1.42 1.92 -0.47
O 2.15 1.32 -2.64
O -4.65 -0.84 -0.17
H -5.46 -0.64 0.30
H -4.37 -1.70 0.16
O 2.37 -4.90 0.25
H 1.89 -4.17 -0.17
H 1.94 -4.97 1.11
O -0.49 -4.51 2.01
H -0.22 -3.61 1.79
H -1.07 -4.76 1.29
O 0.11 -1.50 -4.34
H -0.72 -1.76 -4.75
H 0.54 -2.31 -4.03
```

Summary:
net charge: -1
Kohn-Sham gap: 0.26173 hartree

---

[4]
Density functional theory data (wB97M-V/def2-TZVPD) for a molecular structure, C22H29AuN3Sb2.

XYZ file:
```
57
Properties=species:S:1:pos:R:3
Au 0.78 0.01 0.11
N -1.02 1.94 2.51
C -0.93 2.53 1.26
C -1.60 3.75 1.12
C -1.64 4.39 -0.10
C -0.99 3.80 -1.18
C -0.30 2.63 -0.96
N -0.27 1.99 0.23
C -0.60 0.76 3.11
C -1.07 0.51 4.41
C -0.66 -0.63 5.06
C 0.22 -1.50 4.42
C 0.63 -1.17 3.14
N 0.23 -0.07 2.50
H -1.55 2.51 3.15
H -2.09 4.19 1.98
H -2.17 5.32 -0.21
H -1.00 4.26 -2.16
H 0.26 2.17 -1.75
H -1.75 1.20 4.88
H -1.01 -0.84 6.06
H 0.57 -2.40 4.90
H 1.32 -1.81 2.60
C 2.85 -3.64 -0.46
Sb 1.08 -2.44 -0.62
C 0.60 -2.88 -2.64
C -0.29 -3.69 0.51
C -1.16 -4.55 -0.36
C -0.58 -5.69 -0.92
C -1.30 -6.57 -1.71
C -2.64 -6.30 -1.96
C -3.23 -5.19 -1.39
C -2.52 -4.30 -0.58
C -3.25 -3.15 0.03
Sb -2.86 -1.25 -0.97
C -4.49 -0.21 -0.01
C -3.94 -1.78 -2.75
H 2.67 -4.59 -0.95
H 3.08 -3.80 0.59
H 3.68 -3.13 -0.94
H 0.48 -3.95 -2.73
H 1.42 -2.54 -3.29
H -0.32 -2.38 -2.94
H -0.85 -3.02 1.16
H 0.35 -4.31 1.13
H 0.47 -5.91 -0.70
H -0.83 -7.45 -2.12
H -3.23 -6.97 -2.57
H -4.28 -4.99 -1.58
H -3.00 -3.03 1.09
H -4.33 -3.30 -0.05
H -5.42 -0.76 -0.14
H -4.60 0.78 -0.46
H -4.28 -0.09 1.05
H -4.97 -2.04 -2.50
H -3.46 -2.63 -3.23
H -3.94 -0.94 -3.44
```

Summary:
energy relative to the best compared isomer or geometry (same formula, charge and spin): 0.000 eV
net charge: +1
Kohn-Sham gap: 0.30316 hartree

---

[5]
Density functional theory data (wB97M-V/def2-TZVPD) for a single C6H9N3 molecule in a non-equilibrium geometry.

XYZ file:
```
18
Properties=species:S:1:pos:R:3
C 1.11 -1.81 -0.11
C -0.11 -1.30 0.08
C 0.14 0.10 0.12
C -0.95 1.16 -0.06
C -1.45 -1.89 0.19
C 2.03 1.55 -0.07
N 2.08 -0.90 -0.06
N -2.18 0.94 -0.02
N 1.50 0.31 -0.03
H 1.46 -2.81 0.00
H -0.41 2.02 -0.52
H -2.14 -1.16 0.42
H -1.75 -2.25 -0.73
H -1.45 -2.67 0.89
H 3.04 1.74 0.50
H 2.18 1.86 -1.07
H 1.33 2.32 0.47
H -2.72 1.63 -0.53
```

Summary:
energy relative to the best compared isomer or geometry (same formula, charge and spin): 1.799 eV
net charge: 0
Kohn-Sham gap: 0.34214 hartree

---

[6]
Density functional theory data (wB97M-V/def2-TZVPD) for 2 unconnected molecules or ions with the total composition C4H12N2O3 in a non-equilibrium geometry.

XYZ file:
```
21
Properties=species:S:1:pos:R:3
O 1.70 -0.80 -0.75
C 1.04 -0.92 0.29
N 1.49 -0.35 1.45
C 0.49 -0.15 2.60
C -0.35 -1.42 0.16
N -1.26 -0.33 -0.17
C -1.18 0.08 -1.59
O -1.77 1.33 -1.73
H 2.45 0.00 1.48
H -0.59 -0.26 2.21
H 0.60 -1.06 3.20
H 0.71 0.86 3.04
H -0.65 -2.02 1.06
H -0.54 -2.19 -0.69
H -2.24 -0.45 0.11
H -0.09 0.05 -1.85
H -1.81 -0.53 -2.32
H -1.52 2.02 -1.15
H 0.90 1.60 -1.21
H 1.72 2.25 -2.26
O 0.89 2.27 -1.87
```

Summary:
energy relative to the best compared isomer or geometry (same formula, charge and spin): 2.273 eV
net charge: 0
Kohn-Sham gap: 0.36390 hartree

---

[7]
Density functional theory data (wB97M-V/def2-TZVPD) for a single C5H11NO molecule in a non-equilibrium geometry.

XYZ file:
```
18
Properties=species:S:1:pos:R:3
C 1.86 -0.36 1.16
C 0.72 0.65 1.13
N -0.47 0.32 0.52
C -0.74 -0.93 -0.21
C -0.35 -0.95 -1.69
C -1.25 1.46 0.03
O 0.86 1.75 1.63
H 2.71 0.32 1.23
H 1.80 -0.93 0.23
H 1.78 -1.04 2.02
H -1.79 -1.17 -0.10
H -0.07 -1.62 0.33
H 0.61 -0.44 -1.84
H -1.10 -0.41 -2.25
H -0.15 -1.97 -2.01
H -2.23 1.16 -0.32
H -1.42 2.14 0.87
H -0.73 2.01 -0.74
```

Summary:
energy relative to the best compared isomer or geometry (same formula, charge and spin): 0.762 eV
net charge: 0
Kohn-Sham gap: 0.36987 hartree

---

[8]
Density functional theory data (wB97M-V/def2-TZVPD) for 7 unconnected molecules or ions with the total composition C37H62O18P2 in a non-equilibrium geometry.

XYZ file:
```
119
Properties=species:S:1:pos:R:3
C -4.82 5.57 4.56
O -4.97 6.20 3.23
C -5.90 5.42 2.39
C -5.27 4.01 1.84
C -3.72 4.15 1.25
C -3.31 2.67 0.68
C -1.72 2.31 0.74
C -1.09 2.05 -0.77
C -1.77 0.75 1.35
C -2.05 -0.48 0.31
O -0.43 0.37 1.92
C 0.31 1.65 1.97
O 1.62 1.91 2.10
C -0.75 2.93 1.90
P 0.42 4.33 1.32
C 1.41 5.12 2.75
C -0.46 5.62 0.21
P -1.38 2.95 3.74
O -2.89 2.50 3.90
O -1.26 4.56 4.47
O -0.39 1.81 4.68
H -5.31 6.20 5.44
H -5.20 4.46 4.59
H -3.66 5.55 4.79
H -6.85 5.17 3.07
H -6.33 6.09 1.51
H -5.92 3.68 0.89
H -5.39 3.12 2.61
H -2.97 4.63 2.01
H -3.79 4.91 0.33
H -3.96 1.80 1.18
H -3.62 2.65 -0.47
H -1.92 1.64 -1.50
H -0.70 3.06 -1.24
H -0.19 1.29 -0.77
H -2.51 0.53 2.22
H -2.45 -1.43 0.92
H -2.82 -0.16 -0.51
H -1.00 -0.81 -0.13
H 0.79 5.82 3.45
H 2.28 5.75 2.26
H 1.95 4.23 3.31
H 0.03 6.70 0.25
H -1.60 5.76 0.42
H -0.34 5.26 -0.91
H -1.20 4.47 5.47
H -0.99 1.05 5.00
O 1.75 -1.00 -2.35
C 2.21 -1.62 -1.40
O 3.05 -2.69 -1.52
C 3.30 -3.23 -0.23
C 3.00 -2.12 0.74
C 1.90 -1.36 0.04
H 2.64 -4.10 -0.08
H 4.34 -3.56 -0.16
H 2.72 -2.47 1.74
H 3.88 -1.47 0.85
H 0.91 -1.77 0.27
H 1.94 -0.29 0.26
O -8.51 7.51 3.96
C -7.92 8.58 4.09
O -8.45 9.68 4.69
C -7.53 10.77 4.56
C -6.19 10.12 4.33
C -6.55 8.87 3.58
H -7.84 11.39 3.72
H -7.55 11.37 5.48
H -5.49 10.77 3.80
H -5.74 9.85 5.30
H -6.60 9.05 2.50
H -5.86 8.06 3.80
O -4.84 -0.42 -0.49
C -5.59 -1.34 -0.24
O -6.91 -1.19 0.10
C -7.46 -2.46 0.43
C -6.57 -3.47 -0.25
C -5.22 -2.79 -0.21
H -7.46 -2.57 1.52
H -8.49 -2.52 0.07
H -6.58 -4.45 0.24
H -6.88 -3.60 -1.29
H -4.68 -3.01 0.72
H -4.61 -3.06 -1.08
O 3.54 -6.23 -1.80
C 3.62 -6.07 -3.01
O 4.39 -6.85 -3.83
C 4.33 -6.32 -5.16
C 3.06 -5.51 -5.21
C 2.94 -4.99 -3.80
H 5.22 -5.71 -5.33
H 4.32 -7.14 -5.88
H 3.09 -4.72 -5.96
H 2.21 -6.16 -5.44
H 3.49 -4.06 -3.66
H 1.90 -4.88 -3.50
O 9.05 -6.14 0.74
C 7.95 -6.63 0.52
O 6.81 -6.30 1.19
C 5.75 -7.14 0.75
C 6.17 -7.64 -0.61
C 7.67 -7.71 -0.48
H 5.63 -7.96 1.47
H 4.82 -6.57 0.71
H 5.71 -8.59 -0.88
H 5.90 -6.90 -1.37
H 8.00 -8.67 -0.08
H 8.16 -7.50 -1.44
O 7.36 -7.23 -7.20
C 7.95 -6.17 -7.07
O 7.42 -5.06 -6.47
C 8.34 -3.98 -6.60
C 9.69 -4.62 -6.83
C 9.33 -5.87 -7.59
H 8.03 -3.35 -7.44
H 8.33 -3.37 -5.68
H 10.39 -3.97 -7.36
H 10.14 -4.89 -5.86
H 9.28 -5.69 -8.66
H 10.02 -6.69 -7.36
```

Summary:
net charge: 0
Kohn-Sham gap: 0.28854 hartree

---

[9]
Density functional theory data (wB97M-V/def2-TZVPD) for 2 unconnected molecules or ions with the total composition C2HF3N in a non-equilibrium geometry.

XYZ file:
```
7
Properties=species:S:1:pos:R:3
C -1.57 0.09 -0.04
C 0.85 0.49 0.05
N -0.44 0.29 0.14
F 0.56 -1.78 0.04
F 1.42 0.65 -1.04
F 1.53 0.74 1.13
H -2.36 -0.49 -0.27
```

Summary:
energy relative to the best compared isomer or geometry (same formula, charge and spin): 4.771 eV
net charge: +1
Kohn-Sham gap (alpha / beta): 0.38239 / 0.27558 hartree

---

[10]
Density functional theory data (wB97M-V/def2-TZVPD) for 2 unconnected molecules or ions with the total composition C8H18 in a non-equilibrium geometry.

XYZ file:
```
26
Properties=species:S:1:pos:R:3
C -2.56 0.37 -0.32
C -1.96 -0.89 0.31
C -1.84 -0.75 1.83
C -1.05 -1.89 2.47
H -3.62 0.49 -0.04
H -2.55 0.31 -1.38
H -1.99 1.26 -0.03
H -1.04 -1.19 -0.15
H -2.66 -1.72 0.09
H -2.88 -0.78 2.25
H -1.27 0.18 2.10
H -1.42 -2.88 2.18
H -1.13 -1.81 3.56
H 0.03 -1.90 2.23
C 2.31 0.89 -2.70
C 1.98 0.80 -1.20
C 0.84 0.21 -0.71
C 3.03 1.45 -0.26
H 2.54 1.89 -2.97
H 1.55 0.51 -3.34
H 3.21 0.29 -2.91
H 0.77 -0.30 0.26
H -0.13 0.48 -1.14
H 2.75 1.36 0.78
H 3.09 2.52 -0.43
H 4.03 1.08 -0.45
```

Summary:
energy relative to the best compared isomer or geometry (same formula, charge and spin): 2.016 eV
net charge: 0
Kohn-Sham gap: 0.34913 hartree

---

[11]
Density functional theory data (wB97M-V/def2-TZVPD) for 2 unconnected molecules or ions with the total composition C30H36N2OS2 in a non-equilibrium geometry.

XYZ file:
```
71
Properties=species:S:1:pos:R:3
C -6.01 2.92 3.07
C -4.86 3.91 3.06
O -3.66 3.12 3.10
C -2.46 3.78 3.10
S -1.09 2.82 3.09
S -2.49 5.44 3.09
H -6.95 3.46 3.06
H -5.98 2.27 2.19
H -5.99 2.28 3.96
H -4.91 4.52 2.15
H -4.94 4.58 3.94
C -1.73 -3.10 -4.85
C -2.34 -2.12 -5.84
N -3.01 -1.02 -5.18
C -4.13 -0.46 -5.91
C -4.31 1.02 -5.66
C -4.35 1.31 -4.16
C -3.23 0.64 -3.42
C -2.61 -0.52 -3.98
C -1.52 -1.14 -3.28
C -1.08 -0.60 -2.09
C -1.63 0.59 -1.55
C -1.07 1.19 -0.39
C -0.10 0.55 0.37
C 0.97 1.18 0.99
C 2.04 0.48 1.62
C 1.98 -0.91 1.93
C 3.04 -1.57 2.53
C 4.23 -0.85 2.83
N 5.28 -1.48 3.44
C 5.27 -2.89 3.75
C 3.88 -3.41 4.03
C 2.94 -3.02 2.88
C 6.48 -0.77 3.84
C 6.80 0.40 2.93
C 5.58 1.30 2.78
C 4.32 0.54 2.51
C 3.24 1.17 1.94
C -2.75 1.16 -2.23
C -0.85 -2.35 -3.86
H -2.51 -3.64 -4.32
H -1.13 -3.83 -5.41
H -1.54 -1.72 -6.48
H -3.07 -2.61 -6.49
H -3.97 -0.67 -6.97
H -5.06 -0.98 -5.61
H -3.48 1.58 -6.11
H -5.24 1.35 -6.13
H -4.29 2.39 -3.99
H -5.32 0.98 -3.75
H -0.27 -1.11 -1.56
H -1.41 2.19 -0.09
H -0.17 -0.54 0.47
H 1.04 2.27 0.95
H 1.07 -1.47 1.72
H 5.71 -3.45 2.91
H 5.93 -3.04 4.62
H 3.92 -4.50 4.13
H 3.50 -3.00 4.97
H 1.91 -3.26 3.16
H 3.18 -3.64 2.00
H 6.34 -0.39 4.87
H 7.30 -1.50 3.87
H 7.63 0.96 3.36
H 7.11 0.03 1.94
H 5.45 1.90 3.70
H 5.75 2.01 1.96
H 3.31 2.24 1.70
H -3.23 2.04 -1.80
H -0.56 -3.02 -3.04
H 0.09 -2.04 -4.36
```

Summary:
energy relative to the best compared isomer or geometry (same formula, charge and spin): 0.000 eV
net charge: 0
Kohn-Sham gap: 0.12740 hartree

---

[12]
Density functional theory data (wB97M-V/def2-TZVPD) for a molecular structure, C2H4KO4 in a non-equilibrium geometry.

XYZ file:
```
11
Properties=species:S:1:pos:R:3
K 0.43 1.23 0.76
O 1.29 -0.13 -2.35
C 1.18 0.41 -1.10
O 1.62 -0.18 -0.11
O 1.05 1.64 -0.97
H 0.89 0.64 -2.76
C -1.31 -0.74 1.32
O -0.01 -0.30 1.68
H -1.58 -1.75 1.60
H -2.05 -0.03 1.69
H -1.50 -0.79 0.25
```

Summary:
net charge: -1
Kohn-Sham gap: 0.18145 hartree

---

| no. | electronic energy (eV) |
| --- | --- |
| 1 | -8899.112 |
| 2 | -17044.318 |
| 3 | -235998.262 |
| 4 | -44516.795 |
| 5 | -10835.827 |
| 6 | -13464.028 |
| 7 | -8900.935 |
| 8 | -94802.001 |
| 9 | -11718.185 |
| 10 | -8586.259 |
| 11 | -58390.962 |
| 12 | -26648.867 |